38
Properties=species:S:1:pos:R:3:mulliken_charge:R:1 method="wB97M-V/def2-TZVPD" relative_energy_ev=2.1408 smiles="CO[C@H](c1ccccc1)N1C(=O)CC(C)(C)CC1=O" e_homo_ev=-8.90 lumo_ha=0.025 energy_ha=-863.43470 fmax_ev_per_a=3.18 gap_ha=0.3518
C 0.262 -3.339 -1.546 -0.723
O 0.962 -2.490 -0.551 -0.326
C 1.299 -1.232 -0.747 -0.371
C 2.353 -0.767 0.209 0.513
C 2.671 0.596 0.219 -0.321
C 3.757 1.081 1.036 -0.694
C 4.483 0.179 1.842 -0.378
C 4.157 -1.165 1.794 -0.625
C 3.099 -1.626 1.032 -0.221
H 0.576 -4.364 -1.233 0.287
H -0.854 -3.191 -1.493 0.222
H 0.600 -3.141 -2.570 0.353
H 1.300 -0.738 -1.745 0.534
H 2.098 1.263 -0.411 0.363
H 4.020 2.139 1.008 0.372
H 5.269 0.563 2.462 0.410
H 4.759 -1.863 2.371 0.360
H 2.838 -2.671 0.985 0.444
C -3.930 1.861 0.065 -2.144
C -2.543 1.295 -0.056 1.731
C -1.654 2.499 0.281 -1.680
C -2.326 0.078 0.854 -1.011
C -0.840 -0.404 0.751 0.477
O -0.255 -0.913 1.679 -0.599
N -0.220 -0.250 -0.471 0.349
C -0.852 0.243 -1.587 0.567
O -0.241 0.279 -2.666 -0.701
C -2.332 0.722 -1.465 -0.903
H -4.718 1.134 -0.168 0.400
H -4.133 2.239 1.065 0.446
H -4.069 2.698 -0.616 0.462
H -0.592 2.324 0.257 0.243
H -1.867 3.315 -0.409 0.435
H -1.897 2.863 1.278 0.441
H -2.617 0.268 1.902 0.326
H -2.967 -0.736 0.422 0.308
H -2.994 -0.187 -1.518 0.317
H -2.606 1.440 -2.260 0.334